--- 1 ---
Here is a 12-piece molecular cluster, C24H72O24 overall from the OMol25 dataset. Energies are from ωB97M-V with the def2-TZVPD basis set.

```
! RIJCOSX wB97M-V def2-TZVPD def2/J DEFGRID3
* xyz 0 1
O -11.79540 22.95230 -2.59702
C -12.26977 21.92298 -1.70696
C -11.31276 21.54779 -0.58987
O -10.30478 20.65055 -0.91512
H -11.97284 22.48433 -3.46728
H -13.23922 22.13870 -1.26275
H -12.44239 20.99602 -2.27679
H -11.78440 21.07441 0.28951
H -10.86856 22.50925 -0.24293
H -9.71542 20.97356 -1.60601
O -8.89026 25.39493 -2.54600
C -8.06844 24.64108 -3.47807
C -7.90834 23.18851 -2.95729
O -9.17006 22.48368 -2.91269
H -9.38159 26.04868 -3.03618
H -8.42531 24.69117 -4.51742
H -7.09116 25.14209 -3.48479
H -7.29210 23.18758 -2.02340
H -7.29147 22.68706 -3.70004
H -9.90698 23.03511 -2.56711
O -7.28949 15.19247 -1.19882
C -8.44837 15.90670 -0.62643
C -7.89118 16.42010 0.70241
O -6.58070 16.94508 0.50196
H -7.28209 15.36026 -2.15052
H -8.80163 16.67857 -1.34228
H -9.27567 15.21945 -0.50688
H -7.79612 15.53384 1.38818
H -8.47022 17.24130 1.15366
H -6.27559 16.22934 -0.12037
O -8.54897 25.15807 2.59636
C -9.26503 24.83739 1.37066
C -9.44506 26.01531 0.46219
O -8.19173 26.53303 -0.00790
H -7.70264 25.48745 2.27751
H -8.84631 23.98354 0.89954
H -10.28274 24.53125 1.69666
H -9.91375 26.86982 0.95726
H -10.03999 25.80159 -0.43412
H -8.09952 26.48496 -0.97273
O -5.29407 24.04191 4.85198
C -5.31300 24.63855 3.55168
C -4.16400 24.26689 2.76675
O -4.23781 22.93159 2.28621
H -6.15568 24.24489 5.28934
H -6.09980 24.20033 2.97047
H -5.46713 25.68077 3.66442
H -3.27209 24.40981 3.39613
H -4.14507 24.99141 1.94639
H -4.05198 22.84997 1.34467
O -8.62847 18.09678 4.73763
C -7.43400 17.27208 4.44024
C -7.83000 15.94593 5.00069
O -8.51250 16.08301 6.21684
H -8.52448 18.94050 4.30439
H -7.31820 17.30708 3.37027
H -6.53149 17.64829 4.97070
H -6.98410 15.27601 5.08243
H -8.43047 15.44095 4.20806
H -9.18430 16.76124 5.99946
O -11.36775 20.59192 2.40860
C -11.33235 19.21272 2.87191
C -10.52040 18.34106 1.98627
O -11.01708 18.03821 0.71809
H -10.72984 21.02154 3.00707
H -10.79070 19.29138 3.83455
H -12.34727 18.81688 3.01774
H -10.40500 17.38261 2.51562
H -9.52206 18.87054 1.90825
H -11.01257 18.88500 0.30810
O -8.15759 24.50441 5.52396
C -8.86629 23.43826 6.21676
C -9.24938 22.23500 5.35092
O -9.90992 22.68285 4.12505
H -8.83724 24.87044 4.90997
H -8.21654 23.16953 7.04484
H -9.78380 23.83807 6.68132
H -10.00601 21.60119 5.87911
H -8.35145 21.63237 5.16274
H -9.21239 22.97691 3.59984
O -3.16697 21.28588 5.34291
C -4.22380 20.46887 6.00650
C -5.59701 20.95407 5.59332
O -5.66849 21.06912 4.18436
H -2.93455 22.00325 5.96166
H -3.99820 19.46747 5.59925
H -4.13555 20.55839 7.08332
H -5.89684 21.93512 5.99491
H -6.42874 20.26053 5.90330
H -4.90718 21.55062 3.77679
O -6.03756 19.40605 -3.63465
C -7.30037 18.92498 -3.02994
C -7.74181 17.74102 -3.88883
O -6.79622 16.67531 -3.82067
H -5.47932 19.90314 -2.99607
H -7.17992 18.64116 -1.96263
H -8.05218 19.75826 -3.08857
H -7.76743 18.24427 -4.85273
H -8.77006 17.51093 -3.63841
H -5.91924 17.07075 -3.82549
O -6.04746 19.83009 0.93442
C -7.39381 20.22869 0.73721
C -7.83294 21.07593 1.89283
O -7.90808 20.35277 3.10303
H -6.13106 18.86916 0.83233
H -7.49170 20.76995 -0.24239
H -8.06079 19.36711 0.59281
H -8.83772 21.42248 1.62125
H -7.15189 21.96901 1.90027
H -7.05607 20.51709 3.58884
O -4.83735 23.39528 -0.37847
C -4.34265 22.97270 -1.67110
C -3.95517 21.53763 -1.68924
O -5.02385 20.67218 -1.37476
H -5.71649 23.02452 -0.21958
H -5.09943 23.13460 -2.44116
H -3.51159 23.59709 -1.86887
H -3.06851 21.30732 -1.12331
H -3.66048 21.23210 -2.74831
H -5.22012 20.48563 -0.40086
*
```

Output
SMILES: OCCO.OCCO.OCCO.OCCO.OCCO.OCCO.OCCO.OCCO.OCCO.OCCO.OCCO.OCCO
Frontier orbital gap, eV: 9.799

Atomic partial charges in e from the Löwdin method, atoms 1 to 4: number 1, O, carries -0.090; number 2, C, carries -0.218; number 3, C, carries -0.256; number 4, O, carries -0.070

---

--- 2 ---
Here is a 12-piece molecular cluster, C24H72O24 overall from the OMol25 dataset. Energies are from ωB97M-V with the def2-TZVPD basis set.

```
! RIJCOSX wB97M-V def2-TZVPD def2/J DEFGRID3
* xyz 0 1
O 1.52451 7.79442 -5.69190
C 2.06497 7.05603 -6.64860
C 2.99342 6.11248 -5.95914
O 2.33631 5.16162 -5.14949
H 1.69784 7.18614 -4.96971
H 1.40681 6.34320 -7.14539
H 2.62803 7.59218 -7.41254
H 3.86500 6.56059 -5.48201
H 3.58650 5.52681 -6.66153
H 2.38548 4.23309 -5.38826
O 8.15107 8.45804 -4.01805
C 7.30254 7.52115 -3.32015
C 6.10356 6.90657 -4.12267
O 5.74205 5.59584 -3.78907
H 7.58281 9.21954 -4.15513
H 8.04823 6.80883 -2.96710
H 6.89531 8.22236 -2.59174
H 6.52989 6.70924 -5.10624
H 5.27055 7.60783 -4.17183
H 6.06796 5.54843 -2.88733
O 5.70266 3.45904 -16.01823
C 6.64677 4.45572 -15.59084
C 7.93814 3.75930 -15.03256
O 8.43154 4.46722 -13.93185
H 4.84786 3.74609 -15.68881
H 6.84819 5.28561 -16.26820
H 6.14050 4.92322 -14.74631
H 8.68609 3.41613 -15.74734
H 7.70781 2.74005 -14.72245
H 8.63080 3.78470 -13.28681
O 4.18206 10.18215 -11.88921
C 3.75812 10.89689 -10.66633
C 5.02134 11.00189 -9.83901
O 5.90873 12.03182 -10.09812
H 3.50397 9.67639 -12.34308
H 3.23424 11.79720 -10.98744
H 3.09825 10.33060 -10.00907
H 5.45156 10.01109 -9.69300
H 4.69566 11.16778 -8.81212
H 6.69812 11.74896 -9.63072
O 4.31218 7.05414 -13.57997
C 3.23781 6.23981 -13.83851
C 3.11563 4.83792 -13.09614
O 4.06411 3.93667 -13.61148
H 5.03965 6.50436 -13.27974
H 2.39772 6.91890 -13.69297
H 3.18674 6.18265 -14.92581
H 2.10000 4.44524 -13.14501
H 3.32887 5.07226 -12.05321
H 4.10006 3.04938 -13.24676
O 3.82648 1.51492 -11.16745
C 4.90321 0.67710 -11.57857
C 6.16163 1.33476 -11.23962
O 7.29226 0.88162 -11.99611
H 3.01242 1.03610 -11.33956
H 4.95050 -0.30915 -11.11686
H 4.77927 0.55239 -12.65430
H 6.46665 1.52776 -10.21112
H 5.98993 2.33893 -11.62726
H 7.69414 0.06615 -11.68774
O 3.94238 2.37072 -7.09743
C 4.74754 1.23912 -7.16932
C 6.16230 1.47028 -6.94097
O 6.67132 0.13378 -6.59476
H 3.72042 2.60132 -8.00250
H 4.46126 0.54420 -6.37987
H 4.58861 0.67157 -8.08623
H 6.54172 2.28507 -6.32432
H 6.60352 1.80564 -7.87955
H 7.35671 0.17634 -5.92391
O 4.39926 4.90142 -9.09812
C 5.13807 5.68408 -9.97040
C 6.55371 5.97371 -9.26510
O 6.28098 6.84595 -8.13619
H 4.72227 5.19981 -8.24476
H 5.22108 5.18299 -10.93482
H 4.50636 6.56501 -10.08452
H 7.25189 6.39815 -9.98655
H 6.97438 5.05967 -8.84598
H 7.00725 7.46804 -8.05173
O 9.87868 2.05441 -12.42234
C 9.90052 3.04696 -11.47214
C 10.52049 2.75450 -10.04602
O 10.46874 3.84391 -9.06229
H 9.15540 1.48171 -12.15685
H 10.31199 4.01838 -11.74624
H 8.86688 3.29919 -11.23535
H 11.59957 2.71481 -10.19466
H 10.07014 1.87951 -9.57731
H 10.04010 3.52431 -8.26497
O 9.17108 6.36724 -11.86740
C 9.06029 7.74477 -12.05360
C 7.63438 8.13019 -12.24360
O 7.38989 9.42608 -11.93022
H 9.38598 6.00558 -12.73031
H 9.34826 8.08067 -11.05743
H 9.68970 8.21768 -12.80746
H 6.95383 7.58414 -11.59031
H 7.33686 8.05002 -13.28914
H 6.43632 9.48938 -12.02133
O 9.83036 6.68071 -6.21847
C 10.10802 6.70836 -7.58785
C 9.80776 7.99474 -8.26142
O 8.50559 8.40396 -8.00782
H 8.87769 6.74113 -6.11659
H 11.17432 6.53212 -7.72941
H 9.61696 5.90418 -8.13580
H 10.26970 7.92324 -9.24610
H 10.48802 8.65452 -7.72287
H 8.57692 9.35895 -7.94068
O 6.63891 12.53903 -4.94898
C 6.59598 12.16152 -6.29983
C 8.04728 12.05363 -6.71104
O 8.08145 11.44911 -8.03977
H 5.69265 12.67763 -4.86540
H 5.95342 11.28944 -6.42108
H 6.01976 13.01140 -6.66559
H 8.61012 11.40370 -6.04104
H 8.53058 13.02982 -6.67158
H 8.84547 11.75801 -8.53216
*
```

Output
SMILES: OCCO.OCCO.OCCO.OCCO.OCCO.OCCO.OCCO.OCCO.OCCO.OCCO.OCCO.OCCO
Frontier orbital gap, eV: 9.667

Atomic partial charges in e from the Löwdin method, atoms 1 to 4: number 1, O, carries -0.001; number 2, C, carries -0.321; number 3, C, carries -0.260; number 4, O, carries -0.043

---

Of them, the most stable is 1 and the least stable is 2.